# 1
Density functional theory data (ωB97M-V with the def2-TZVPD basis set) for C53H43Br2N6O2P3S2Se2Tl as an isolated structure.

Output
E_LUMO (alpha / beta): -5.79 / -5.34 eV
Frontier orbital gap (alpha / beta): 3.915 / 4.361 eV
E_HOMO (alpha / beta): -0.357 / -0.357 hartree

The geometry in ORCA input format:
```
! wB97M-V def2-TZVPD RIJCOSX def2/J DEFGRID3
* xyz 1 1
Tl 0.89291 -0.27662 -0.34801
Br 2.02507 -3.06212 -2.50189
C 0.52549 -3.15597 -3.81988
Br -1.13719 -2.50714 -3.12854
H 0.44285 -4.21455 -4.09488
H 0.82069 -2.52466 -4.67147
Se -6.11003 -3.36872 -0.37997
P -5.33081 -1.31924 -0.42015
C -6.16587 -0.49836 0.92924
C -5.50674 -0.21714 2.14574
C -6.22370 0.37560 3.19629
C -7.55346 0.78656 3.05733
C -8.20828 0.45423 1.83791
C -7.51965 -0.18247 0.81065
C -5.63482 -0.69763 -2.14241
C -4.84289 -1.25193 -3.11301
C -5.12999 -1.08892 -4.45818
C -6.29554 -0.35764 -4.82837
C -7.04785 0.28397 -3.85073
C -6.70948 0.15096 -2.50360
C -3.59505 -1.30273 0.12545
C -2.66834 -0.21474 0.35297
N -1.53539 -0.81722 0.94848
N -1.78650 -2.13123 1.07055
N -2.93850 -2.46302 0.60070
P -2.52749 1.57551 0.04701
Se -1.54987 1.47288 -1.87377
C -3.85020 2.80915 -0.10901
C -5.04580 2.30273 -0.64353
C -6.04520 3.18693 -1.00444
C -5.86871 4.55998 -0.89993
C -4.67158 5.05967 -0.36942
C -3.66530 4.18153 0.04142
C -1.59135 2.05167 1.71154
C -2.67685 2.42364 2.63963
C -2.57759 2.50165 3.98791
C -1.34156 2.42028 4.72680
C -0.07755 2.61704 4.27360
C 0.35328 3.21738 3.00412
H -4.46657 -0.52528 2.34312
H -5.74123 0.50471 4.14426
H -8.14872 1.28658 3.82723
H -9.26631 0.68656 1.67758
H -8.01861 -0.51423 -0.10481
H -3.95334 -1.83959 -2.80576
H -4.45685 -1.50426 -5.19020
H -6.58270 -0.24969 -5.86179
H -7.94359 0.83027 -4.11440
H -7.25569 0.70369 -1.75280
H -5.17283 1.23906 -0.65245
H -6.99347 2.84457 -1.35157
H -6.67882 5.21728 -1.20059
H -4.50625 6.13949 -0.33488
H -2.71077 4.52752 0.41996
H -3.67999 2.54148 2.23985
H -3.48446 2.47088 4.57750
H -1.44213 2.18538 5.80029
H 0.69487 2.27014 4.95214
H 1.44319 3.25214 2.87006
O 6.78696 -1.57245 -4.51235
C 7.01018 -0.29941 -4.02127
O 8.08682 0.21875 -4.10609
C 5.80057 0.41625 -3.50426
C 4.51597 -0.06761 -3.67637
C 3.48280 0.57968 -3.04033
C 3.72248 1.62020 -2.12849
C 5.03582 2.12551 -2.03046
C 6.06783 1.52899 -2.69204
N 2.64833 2.04513 -1.37437
C 2.57456 3.10528 -0.62074
C 1.43610 3.43543 0.20799
C 1.37664 4.86430 0.59719
C 0.45557 5.25645 1.49859
C -0.36249 4.27642 2.17951
C -0.32160 2.89788 1.64018
N 0.60913 2.51553 0.66609
H 6.01931 -2.03100 -4.10625
H 4.30369 -0.91224 -4.31227
H 2.47297 0.20509 -3.20642
H 5.19662 2.93810 -1.36445
H 7.10679 1.83342 -2.59720
H 3.29767 3.92157 -0.65119
H 2.10134 5.57785 0.18734
H 0.37781 6.28931 1.77604
H -1.26400 4.61671 2.65311
H -1.15414 1.03816 1.95992
N 1.38023 -1.07180 3.27612
C 0.81644 -0.11682 3.70082
H 2.09654 -1.78684 2.99818
S 3.74996 -3.07510 3.41875
P 4.49507 -2.72703 1.60755
S 3.83693 -1.17557 0.53717
C 6.28998 -2.63729 1.80879
C 7.02198 -1.53052 1.41089
C 8.39567 -1.51384 1.53921
C 9.07388 -2.55960 2.15018
C 8.29751 -3.62206 2.65293
C 6.92159 -3.71555 2.42966
C 4.27113 -4.19164 0.57888
C 5.06751 -4.32555 -0.53672
C 5.11646 -5.52961 -1.22197
C 4.23458 -6.57449 -0.89071
C 3.29493 -6.36208 0.11221
C 3.33431 -5.18622 0.87173
H 6.46308 -0.66292 0.99494
H 8.87029 -0.60278 1.17425
H 10.14806 -2.52350 2.26531
H 8.78247 -4.43010 3.19073
H 6.32616 -4.54534 2.77879
H 5.67538 -3.47475 -0.87066
H 5.92272 -5.66414 -1.92303
H 4.25980 -7.50684 -1.42875
H 2.56926 -7.11644 0.39350
H 2.63751 -5.04094 1.73089
*
```

# 2
Density functional theory data (ωB97M-V with the def2-TZVPD basis set) for C3H4BrI as an isolated structure.

Output
E_LUMO: -0.22 eV
Frontier orbital gap: 9.211 eV
E_HOMO: -0.347 hartree

The geometry in ORCA input format:
```
! wB97M-V def2-TZVPD RIJCOSX def2/J DEFGRID3
* xyz 0 1
C -0.16815 0.38514 0.70070
C -0.43210 -0.60841 -0.14195
C 0.45478 -0.98982 -1.36107
Br 1.09989 -2.81801 -1.30618
I -0.90144 -0.86599 -3.16506
H -0.87258 0.30048 1.57919
H 0.50476 1.23812 0.60169
H -0.97121 -1.44547 0.10790
H 1.62795 -0.20571 -1.63946
*
```

# 3
Density functional theory data (ωB97M-V with the def2-TZVPD basis set) for a 2-piece molecular cluster, C4H12N4 overall.

Output
Structure (SMILES): C/C=C/N.N=C(N)N
E_LUMO: 0.79 eV
Frontier orbital gap: 8.561 eV
E_HOMO: -0.286 hartree

The geometry in ORCA input format:
```
! wB97M-V def2-TZVPD RIJCOSX def2/J DEFGRID3
* xyz 0 1
C 1.53301 -1.13336 1.96994
C 0.23493 -1.84378 1.70312
C -0.14736 -2.21576 0.49091
N -1.29848 -2.93259 0.15750
H 1.81758 -0.48788 1.13408
H 1.44731 -0.47907 2.83489
H 2.35225 -1.83413 2.14799
H -0.42140 -2.06088 2.54336
H 0.50301 -1.99348 -0.34819
H -1.53026 -2.87442 -0.82006
H -2.10414 -2.76350 0.73826
N 0.76511 1.23582 -1.88468
C -0.14452 2.03415 -1.49410
N -0.14485 2.72754 -0.29654
N -1.28197 2.22622 -2.25733
H 1.41576 1.02036 -1.13628
H 0.76170 2.95187 0.07574
H -0.80597 3.48045 -0.19994
H -1.74121 3.11874 -2.18247
H -1.21051 1.82372 -3.17622
*
```

# 4
Density functional theory data (ωB97M-V with the def2-TZVPD basis set) for C11H4GdN2O5 as an isolated structure.

Output
⟨S²⟩: 16.02
E_LUMO (alpha / beta): -15.22 / -15.51 eV
Frontier orbital gap (alpha / beta): 5.337 / 5.038 eV
E_HOMO (alpha / beta): -0.755 / -0.755 hartree

The geometry in ORCA input format:
```
! wB97M-V def2-TZVPD RIJCOSX def2/J DEFGRID3
* xyz 3 8
O 0.60305 -2.32470 -4.61148
C 0.46906 -1.84250 -3.58848
Gd 0.17908 -0.79793 -1.37295
O 2.79829 1.03715 -2.27868
C 1.90477 0.34040 -2.07823
C -1.46403 -2.23731 -1.30550
O -2.35909 -2.92671 -1.08665
C 1.54855 -2.41165 -0.82899
O 2.24866 -3.19324 -0.35694
C -1.10631 0.51462 -2.55466
O -1.80999 1.30427 -3.00720
N -0.18819 4.59703 2.09524
C -0.19870 3.42736 1.97372
C -0.21589 1.96509 1.84642
C -0.40029 1.16246 2.97453
C -0.41427 -0.22129 2.82677
C -0.24498 -0.77480 1.56046
N -0.07398 0.07259 0.53757
C -0.04674 1.41186 0.58660
H -0.52965 1.61362 3.94266
H -0.55134 -0.87176 3.65686
H -0.24692 -1.84395 1.38376
H 0.09890 1.99939 -0.31484
*
```

# 5
Density functional theory data (ωB97M-V with the def2-TZVPD basis set) for a 13-piece molecular cluster, C40H71N7O6S6 overall.

Output
E_LUMO: -0.34 eV
Frontier orbital gap: 7.218 eV
E_HOMO: -0.278 hartree

The geometry in ORCA input format:
```
! wB97M-V def2-TZVPD RIJCOSX def2/J DEFGRID3
* xyz 0 1
C 0.63780 2.88447 3.28895
S 1.86525 2.77262 4.59712
O 2.69233 3.98127 4.38926
C 2.79679 1.38072 3.82432
H -0.14138 2.13824 3.44426
H 1.02880 2.85639 2.27188
H 0.16488 3.86548 3.33430
H 3.07263 1.54179 2.78218
H 2.12726 0.52294 3.88784
H 3.69213 1.07979 4.36830
C -4.08340 1.94062 -0.46253
S -5.22943 2.85281 -1.56000
O -5.15390 4.35112 -1.14088
C -4.26681 2.67016 -3.14562
H -3.09447 2.39878 -0.44871
H -3.81529 0.93527 -0.78731
H -4.44925 2.09365 0.55278
H -3.99385 1.63604 -3.35583
H -3.32922 3.19862 -2.97316
H -4.69779 2.98335 -4.09655
C 1.24167 -1.30952 -0.51999
S 0.91835 -0.31086 1.03223
O 1.61440 1.03649 0.85360
C -0.79615 -0.01125 0.56058
H 0.90210 -0.72035 -1.37185
H 0.74184 -2.27807 -0.50636
H 2.32226 -1.41308 -0.61841
H -1.27101 0.44268 1.43038
H -1.29392 -0.95296 0.32925
H -0.82097 0.78037 -0.18830
C 4.25625 3.31571 0.91437
S 4.80147 4.73110 -0.20849
O 4.63310 4.28495 -1.65122
C 3.64390 6.06247 0.22848
H 3.19049 3.24577 0.69670
H 4.31688 3.50642 1.98584
H 4.64171 2.42184 0.42394
H 3.10391 5.99033 1.17257
H 2.83809 6.21024 -0.49050
H 4.16911 7.01741 0.24733
C 0.94718 1.16524 -4.10468
S -0.78343 0.86270 -3.55957
O -1.09546 2.01486 -2.58554
C -1.38504 1.32399 -5.23299
H 1.48098 0.89549 -3.19342
H 1.11035 2.22659 -4.29180
H 1.25440 0.46259 -4.87927
H -1.24281 0.54926 -5.98643
H -1.02565 2.29853 -5.56345
H -2.47219 1.39503 -5.19882
C -2.00497 -5.10044 -2.90894
S -2.06294 -3.23947 -2.68679
O -0.68530 -2.81223 -2.21668
C -2.10316 -2.63155 -4.39650
H -1.03048 -5.27426 -3.36530
H -2.79503 -5.46574 -3.56503
H -1.91041 -5.53582 -1.91415
H -2.96978 -3.03569 -4.91971
H -1.20855 -2.79933 -4.99618
H -2.17706 -1.55532 -4.55260
N 2.78852 -3.18015 -4.15565
C 4.10949 -3.07930 -4.10517
C 4.56545 -3.63195 -2.93480
C 3.38813 -4.12399 -2.19864
C 2.31363 -3.81799 -2.97798
H 2.16864 -2.80742 -4.86057
H 4.60305 -2.63772 -4.95829
H 5.59852 -3.58939 -2.62279
H 3.40650 -4.40129 -1.15500
H 1.25907 -3.72079 -2.76617
N -2.43033 -0.35288 3.93618
C -3.71436 -0.08349 3.50348
C -4.24377 1.02427 4.17682
C -3.26251 1.40469 5.04387
C -2.20787 0.48501 4.92132
H -1.77819 -1.06943 3.65093
H -4.17947 -0.74500 2.78761
H -5.18629 1.51577 3.98578
H -3.37436 2.16199 5.80570
H -1.29821 0.33148 5.48288
N 3.08232 -4.79199 4.67127
C 2.27870 -3.82625 4.22133
C 2.84192 -3.20340 3.11832
C 4.07328 -3.84327 2.86438
C 4.18460 -4.79056 3.82927
H 2.82058 -5.39784 5.43582
H 1.42649 -3.51748 4.80853
H 2.38234 -2.36423 2.61735
H 4.74941 -3.55419 2.07337
H 5.01659 -5.45524 4.00927
N -2.73609 -3.76998 3.41677
C -1.40504 -3.54439 3.32363
C -1.14544 -3.32391 1.94060
C -2.31966 -3.56736 1.20906
C -3.28986 -3.84025 2.16140
H -3.22525 -4.09193 4.23968
H -0.78420 -3.42196 4.19882
H -0.25113 -2.91968 1.48982
H -2.46205 -3.49100 0.14122
H -4.30663 -4.18682 2.04979
N 5.80151 1.68777 -1.98407
C 4.76019 0.83493 -1.80730
C 5.21776 -0.46774 -1.76452
C 6.55102 -0.34655 -2.15002
C 6.87636 0.95920 -2.25963
H 5.76008 2.68815 -1.85128
H 3.81319 1.21791 -1.45671
H 4.59130 -1.31068 -1.51272
H 7.25898 -1.15809 -2.23131
H 7.81807 1.40500 -2.54396
N -5.87041 -2.76605 0.19268
C -7.23937 -2.43820 0.26146
C -7.41167 -1.14684 0.56708
C -6.09051 -0.70207 0.79217
C -5.09547 -1.63315 0.48151
H -5.51921 -3.67866 -0.06013
H -7.92908 -3.22357 -0.01039
H -8.29058 -0.52287 0.63487
H -5.86029 0.30748 1.09912
H -4.02145 -1.72918 0.42093
N -0.75550 4.73153 -1.00561
C 0.28035 4.47900 -0.05373
C 0.17339 5.45382 0.93404
C -0.95956 6.15215 0.67267
C -1.41393 5.83244 -0.53482
H -0.90329 4.21136 -1.85866
H 0.94785 3.64213 -0.19682
H 0.86352 5.61842 1.74830
H -1.40014 6.97278 1.21934
H -2.22690 6.27083 -1.09455
*
```

# 6
Density functional theory data (ωB97M-V with the def2-TZVPD basis set) for a 2-piece molecular cluster, C4H9N2O2 overall.

Output
E_LUMO: -1.34 eV
Frontier orbital gap: 2.131 eV
E_HOMO: -0.127 hartree

The geometry in ORCA input format:
```
! wB97M-V def2-TZVPD RIJCOSX def2/J DEFGRID3
* xyz -1 1
C -2.91040 -0.18766 0.15854
N -1.79419 0.22813 -0.69942
C 4.53552 2.26471 -1.58494
O 4.97903 3.34695 -1.19992
O 5.05951 1.32245 -2.20698
C -2.59560 -1.16491 1.21249
N -3.51972 -1.92778 2.05398
C -3.19651 -3.37745 1.99081
H -3.51298 -0.52528 -0.68413
H -3.41260 0.61781 0.71443
H -1.39961 1.01463 -0.21096
H 3.42518 2.21741 -1.17701
H -1.84483 -0.68118 1.75235
H -2.12762 -1.89152 0.52834
H -3.89237 -3.93428 2.59105
H -3.11433 -3.91983 0.99351
H -2.22984 -3.56363 2.60433
*
```

Here are the calculated F_max numbers, same order: 3.22, 4.91, 0.49, 10.54, 3.61, 7.18 (eV/A).
Here are the calculated E_tot numbers, same order: -393691.1129, -81316.3693, -10302.7640, -45485.0329, -130349.0169, -11362.7044 (eV).
Here are the calculated relative energy (zero: lowest compared OMol25 entry of this formula, charge and spin) numbers, same order: 3.326, 1.696, 0.508, 4.868, 3.883, 8.461 (eV).